Run one
This record from the Open Molecules 2025 dataset describes an isolated molecule of C5H7N3S. The level of theory is the ωB97M-V functional and the def2-TZVPD basis.

Results
HOMO (spin up / spin down) in eV: -7.49 / -7.49
LUMO (spin up / spin down) in eV: -0.91 / -0.91
Kohn-Sham gap (spin up / spin down) in eV: 6.6 / 6.6
Net charge: 0

Last column: natural (NBO) charge in e.
Geometry (Å):
C1 -3.14 -1.17 -0.26  0.423
C2 -0.54 0.82 -1.13  -0.326
C3 0.42 0.34 -0.25  -0.243
C4 0.26 -0.76 0.64  0.156
C5 1.73 1.07 -0.25  -0.635
N1 -2.90 -1.67 0.75  -0.509
N2 -3.34 -0.42 -1.33  -0.834
N3 1.25 -0.97 1.57  -0.771
S1 -2.23 0.68 -1.68  0.760
H1 -0.21 1.55 -1.79  0.216
H2 -0.70 -1.27 0.85  0.265
H3 1.72 1.70 0.59  0.215
H4 1.75 1.67 -1.23  0.230
H5 2.67 0.51 -0.17  0.213
H6 1.20 -1.79 2.23  0.428
H7 2.07 -0.31 1.48  0.411


Run two
This record from the Open Molecules 2025 dataset describes a cluster of 2 separate species, C5H7N3S in total. The level of theory is the ωB97M-V functional and the def2-TZVPD basis.

Results
HOMO in eV: -7.51
LUMO in eV: 0.74
Kohn-Sham gap in eV: 8.3
Net charge: 0

Last column: natural (NBO) charge in e.
Geometry (Å):
S1 0.44 -1.55 -0.44  -0.206
C1 -0.94 -0.74 -0.27  0.186
N1 -2.19 -1.13 0.23  -0.574
C2 -3.00 0.03 0.40  -0.085
C3 -2.39 1.03 -0.23  -0.088
N2 -1.07 0.65 -0.39  -0.570
H1 -2.42 -2.13 0.43  0.438
H2 -4.02 -0.03 0.77  0.224
H3 -2.89 1.98 -0.35  0.233
H4 -0.22 1.23 -0.48  0.442
C4 3.04 -0.74 0.63  -0.675
C5 3.13 0.37 -0.12  0.472
N3 3.17 1.31 -0.91  -0.678
H5 2.23 -0.88 1.23  0.243
H6 3.56 -1.63 0.22  0.249
H7 3.56 2.22 -0.72  0.389


Which one is most stable, and which one is least stable? run two is the most stable of them, while run one is the least stable.


Run one
This record from the Open Molecules 2025 dataset describes the ion C5H8N with charge +1. The level of theory is the ωB97M-V functional and the def2-TZVPD basis.

Results
Multiplicity: 3
HOMO (spin up / spin down) in eV: -11.10 / -15.94
LUMO (spin up / spin down) in eV: -4.49 / -8.10
Kohn-Sham gap (spin up / spin down) in eV: 6.6 / 7.8
Net charge: +1
⟨S²⟩: 2.0058

Last column: natural (NBO) charge in e.
Geometry (Å):
C1 1.67 0.52 0.43  0.148
C2 0.51 0.12 0.01  0.347
C3 1.83 -1.82 1.52  -0.085
C4 -1.56 1.24 -0.22  -0.618
C5 -0.77 -0.05 -0.41  -0.533
N1 1.45 -0.72 1.02  -0.303
H1 2.68 0.99 0.34  0.288
H2 1.13 -2.72 1.67  0.228
H3 2.73 -1.77 2.07  0.206
H4 -1.59 1.60 0.81  0.240
H5 -2.64 1.17 -0.37  0.258
H6 -1.22 1.96 -1.02  0.236
H7 -0.65 -0.46 -1.53  0.300
H8 -1.28 -0.85 0.21  0.287


Run two
This record from the Open Molecules 2025 dataset describes the ion C5H8N with charge +1. The level of theory is the ωB97M-V functional and the def2-TZVPD basis.

Results
Multiplicity: 3
HOMO (spin up / spin down) in eV: -8.99 / -14.95
LUMO (spin up / spin down) in eV: -4.75 / -9.52
Kohn-Sham gap (spin up / spin down) in eV: 4.2 / 5.4
Net charge: +1
⟨S²⟩: 2.0071

Last column: natural (NBO) charge in e.
Geometry (Å):
C1 -0.72 -0.80 -0.02  -0.606
C2 0.63 -0.21 0.00  0.288
C3 -2.74 0.90 0.00  -0.021
C4 -2.32 -0.34 0.02  0.138
C5 3.11 0.36 0.01  -0.432
N1 1.80 -0.04 0.00  -0.301
H1 -0.67 -1.48 0.85  0.278
H2 -0.69 -1.42 -0.93  0.280
H3 -3.79 1.12 0.02  0.223
H4 -2.07 1.74 -0.05  0.221
H5 -2.92 -1.23 0.06  0.231
H6 3.21 1.30 0.56  0.221
H7 3.71 -0.41 0.50  0.232
H8 3.46 0.50 -1.02  0.247


Which one is most stable, and which one is least stable? run two is the most stable of them, while run one is the least stable.


Run one
This record from the Open Molecules 2025 dataset describes an isolated molecule of C2H2ClN. The level of theory is the ωB97M-V functional and the def2-TZVPD basis.

Results
HOMO in eV: -10.17
LUMO in eV: 0.40
Kohn-Sham gap in eV: 10.6
Net charge: 0

Last column: natural (NBO) charge in e.
Geometry (Å):
Cl1 -0.42 0.81 -2.16  -0.213
C1 0.13 0.34 -0.27  -0.032
C2 -0.15 -0.72 0.80  0.095
N1 0.90 -0.81 0.12  -0.287
H1 0.35 1.35 -0.08  0.198
H2 -0.81 -0.96 1.58  0.238


Run two
This record from the Open Molecules 2025 dataset describes a cluster of 2 separate species, C2H2ClN in total. The level of theory is the ωB97M-V functional and the def2-TZVPD basis.

Results
HOMO (spin up / spin down) in eV: -9.86 / -9.87
LUMO (spin up / spin down) in eV: -1.16 / -1.16
Kohn-Sham gap (spin up / spin down) in eV: 8.7 / 8.7
Net charge: 0

Last column: natural (NBO) charge in e.
Geometry (Å):
C1 -2.04 0.28 0.20  -0.235
C2 -1.00 -0.10 -0.26  -0.218
N1 2.50 -0.42 -0.38  -0.310
Cl1 3.68 0.20 0.43  0.311
H1 -2.87 0.70 0.70  0.230
H2 -0.28 -0.66 -0.70  0.222


Which one is most stable, and which one is least stable? run one is the most stable of them, while run two is the least stable.


Run one
This record from the Open Molecules 2025 dataset describes a cluster of 2 separate species, CH8N2O in total. The level of theory is the ωB97M-V functional and the def2-TZVPD basis.

Results
HOMO in eV: -9.52
LUMO in eV: 0.83
Kohn-Sham gap in eV: 10.4
Net charge: 0

Last column: natural (NBO) charge in e.
Geometry (Å):
N1 -1.17 1.60 0.57  -0.862
C1 -0.70 0.22 0.24  -0.074
N2 0.66 -0.19 0.62  -0.866
H1 -0.79 2.10 -0.21  0.367
H2 -0.98 1.80 1.55  0.371
H3 -0.91 -0.03 -0.80  0.182
H4 -1.34 -0.45 0.79  0.176
H5 0.62 -0.35 1.63  0.375
H6 1.35 0.44 0.31  0.365
O1 1.18 -2.05 -1.45  -0.996
H7 0.98 -1.82 -2.43  0.467
H8 1.08 -1.27 -0.81  0.494


Run two
This record from the Open Molecules 2025 dataset describes a structure of composition CH8N2O. The level of theory is the ωB97M-V functional and the def2-TZVPD basis.

Results
HOMO in eV: -8.28
LUMO in eV: 0.59
Kohn-Sham gap in eV: 8.9
Net charge: 0

Last column: natural (NBO) charge in e.
Geometry (Å):
N1 -0.38 -1.03 -0.31  -0.921
C1 -1.73 -0.37 0.84  0.227
O1 -1.92 -1.18 1.81  -0.718
H1 -0.59 -1.66 -1.08  0.384
H2 0.06 -1.54 0.47  0.400
H3 -1.15 0.57 1.08  0.090
H4 -2.44 -0.20 0.04  0.115
N2 1.78 1.23 -0.72  -1.074
H5 0.38 -0.46 -0.65  0.411
H6 2.78 1.16 -0.79  0.363
H7 1.53 2.16 -1.00  0.364
H8 1.66 1.34 0.32  0.359


Which one is most stable, and which one is least stable? run one is the most stable of them, while run two is the least stable.


Run one
This record from the Open Molecules 2025 dataset describes an isolated molecule of C6H11P. The level of theory is the ωB97M-V functional and the def2-TZVPD basis.

Results
HOMO (spin up / spin down) in eV: -7.80 / -7.81
LUMO (spin up / spin down) in eV: 0.25 / 0.25
Kohn-Sham gap (spin up / spin down) in eV: 8.1 / 8.1
Net charge: 0

Last column: natural (NBO) charge in e.
Geometry (Å):
C1 -0.84 1.50 0.60  -0.327
C2 -0.07 1.59 -0.41  -0.214
C3 -0.89 0.23 1.43  -0.705
C4 1.09 -0.55 -0.39  -0.384
C5 2.19 0.02 0.40  -0.682
C6 -1.56 -1.15 -1.07  -0.904
P1 -0.39 -1.28 0.41  0.773
H1 -1.42 2.26 1.09  0.217
H2 -0.06 2.39 -1.15  0.193
H3 -0.09 0.16 2.18  0.228
H4 -1.84 0.15 1.95  0.235
H5 1.15 -0.51 -1.42  0.213
H6 2.47 1.02 0.02  0.241
H7 3.17 -0.60 0.25  0.214
H8 2.01 0.06 1.54  0.215
H9 -2.44 -1.68 -0.79  0.224
H10 -1.08 -1.77 -1.85  0.224
H11 -1.72 -0.13 -1.43  0.240


Run two
This record from the Open Molecules 2025 dataset describes a structure of composition C6H11P. The level of theory is the ωB97M-V functional and the def2-TZVPD basis.

Results
HOMO in eV: -8.08
LUMO in eV: 0.41
Kohn-Sham gap in eV: 8.5
Net charge: 0

Last column: natural (NBO) charge in e.
Geometry (Å):
C1 -1.07 -0.48 -2.36  -0.839
C2 0.29 -0.33 0.81  -0.159
C3 -1.06 -0.29 0.78  -0.257
C4 2.14 1.34 0.16  -0.612
C5 1.30 0.73 1.25  -0.433
C6 -2.00 -1.36 0.42  -0.548
P1 -2.11 -1.72 -1.89  0.541
H1 -0.99 -0.27 -3.42  0.214
H2 -0.58 0.24 -1.73  0.220
H3 0.75 -1.27 0.42  0.189
H4 -1.63 0.67 0.93  0.200
H5 2.91 1.97 0.58  0.212
H6 2.71 0.50 -0.37  0.212
H7 1.53 2.09 -0.36  0.213
H8 1.94 0.13 1.91  0.211
H9 0.72 1.55 1.78  0.205
H10 -1.72 -2.31 0.70  0.206
H11 -3.11 -1.19 0.38  0.226


Which one is most stable, and which one is least stable? run two is the most stable of them, while run one is the least stable.


Run one
This record from the Open Molecules 2025 dataset describes an isolated molecule of C9H12N2O2. The level of theory is the ωB97M-V functional and the def2-TZVPD basis.

Results
HOMO in eV: -9.68
LUMO in eV: -0.15
Kohn-Sham gap in eV: 9.5
Net charge: 0

Last column: natural (NBO) charge in e.
Geometry (Å):
C1 1.48 -3.42 0.06  -0.601
C2 0.65 -2.14 -0.15  -0.259
C3 -0.80 -2.47 -0.52  -0.617
C4 0.67 -1.40 1.14  -0.070
O1 0.00 -0.09 1.05  -0.495
C5 0.64 0.86 0.34  0.765
O2 1.81 0.79 0.01  -0.592
C6 -0.21 2.08 0.04  0.039
C7 0.44 3.22 -0.48  0.041
N1 -0.18 4.36 -0.67  -0.391
C8 -1.52 4.44 -0.52  -0.002
C9 -2.17 3.26 -0.09  -0.009
N2 -1.52 2.16 0.29  -0.347
H1 1.03 -3.90 0.91  0.200
H2 1.35 -3.99 -0.92  0.218
H3 2.53 -3.18 0.25  0.217
H4 1.10 -1.56 -1.00  0.219
H5 -1.09 -3.36 0.16  0.196
H6 -0.89 -2.84 -1.56  0.212
H7 -1.53 -1.62 -0.40  0.231
H8 0.19 -1.96 1.97  0.200
H9 1.68 -1.17 1.40  0.203
H10 1.49 3.19 -0.72  0.218
H11 -1.90 5.48 -0.69  0.223
H12 -3.26 3.28 0.11  0.201


Run two
This record from the Open Molecules 2025 dataset describes an isolated molecule of C9H12N2O2. The level of theory is the ωB97M-V functional and the def2-TZVPD basis.

Results
HOMO in eV: -8.32
LUMO in eV: 0.59
Kohn-Sham gap in eV: 8.9
Net charge: 0

Last column: natural (NBO) charge in e.
Geometry (Å):
C1 3.05 1.16 -2.84  -0.319
O1 1.57 1.43 -2.51  -0.496
C2 1.15 0.70 -1.53  0.287
C3 1.94 -0.31 -1.03  -0.335
C4 1.55 -1.26 -0.01  -0.170
C5 0.16 -1.29 0.15  -0.269
C6 -0.64 -0.24 -0.40  -0.013
C7 -2.04 -0.28 0.29  -0.273
N1 -1.65 0.14 1.74  -0.266
C8 -1.34 1.40 2.22  -0.443
N2 -1.77 -0.83 2.70  0.230
O2 -1.95 -1.99 2.25  -0.431
C9 -0.20 0.90 -1.17  -0.273
H1 3.68 1.56 -1.94  0.223
H2 3.13 -0.10 -2.98  0.205
H3 3.10 1.61 -3.99  0.231
H4 3.06 -0.43 -1.39  0.221
H5 2.33 -2.02 0.26  0.228
H6 -0.25 -2.18 0.78  0.257
H7 -2.70 -1.10 0.32  0.256
H8 -2.87 0.42 0.00  0.214
H9 -0.39 1.77 1.44  0.229
H10 -2.35 2.15 2.38  0.206
H11 -0.89 1.10 3.33  0.249
H12 -0.67 1.95 -1.24  0.251


Which one is most stable, and which one is least stable? run one is the most stable of them, while run two is the least stable.